(1)
Molecular formula: C3H4ClNS
Method: DFT, wB97M-V/def2-TZVPD

Calculated values
E_LUMO = -1.3 eV
SMILES string = C=C(Cl)C(N)=S
Kohn-Sham gap = 0.2529 Eh

```
! wB97M-V def2-TZVPD RIJCOSX def2/J DEFGRID3
* xyz 0 1
C -0.64 -0.55 0.00
C 0.72 -0.34 0.06
C 1.43 0.81 -0.27
H -1.31 0.98 1.02
H -2.65 0.13 0.03
H 1.01 1.76 -0.65
H 2.56 0.86 -0.02
N -1.60 0.45 -0.03
S -1.20 -2.21 -0.16
Cl 1.68 -1.89 0.02
*
```

Atomic partial charges in e from the natural (NBO) method, atoms 1 to 2: atom 1 (C): 0.05, atom 2 (C): -0.12

***

(2)
Molecular formula: C3H4ClNS
Method: DFT, wB97M-V/def2-TZVPD

Calculated values
E_LUMO = 0.7 eV
SMILES string = ClC1=NCSC1
Kohn-Sham gap = 0.3503 Eh

```
! wB97M-V def2-TZVPD RIJCOSX def2/J DEFGRID3
* xyz 0 1
C 0.06 1.07 -0.17
C -1.32 -0.07 -0.23
C 1.24 -0.84 0.35
N 1.12 0.51 0.19
S -0.56 -1.53 0.13
Cl -0.22 2.77 -0.37
H -2.05 0.47 0.45
H -1.65 0.02 -1.17
H 1.75 -1.22 -0.47
H 1.63 -1.19 1.28
*
```

Atomic partial charges in e from the natural (NBO) method, atoms 1 to 2: atom 1 (C): 0.29, atom 2 (C): -0.63

***

Number 1: energy -28020.7578 eV, strongest force on any atom 7.28 eV Å⁻¹. Number 2: energy -28021.9807 eV, strongest force on any atom 6.29 eV Å⁻¹.